(1)
Molecular formula: C27H41ClFN2O20
Method: DFT, ωB97M-V/def2-TZVPD

The geometry in ORCA input format:
```
! wB97M-V def2-TZVPD RIJCOSX def2/J DEFGRID3
* xyz -1 1
C 2.17 -0.66 0.90
N 1.96 -0.12 -0.50
C 1.00 -0.97 -1.31
N -0.31 -0.31 -1.67
C -1.18 0.02 -0.48
C -2.73 0.11 -1.09
C -3.90 -0.03 0.05
C -5.31 0.75 -0.30
Cl -5.09 2.49 -0.90
C -1.23 -1.12 0.70
O -1.15 -0.81 2.02
O -1.41 -2.55 0.31
C -0.77 1.54 0.10
C -0.58 2.65 -1.09
F -1.77 2.09 1.05
H 2.13 -1.83 0.98
H 1.34 -0.19 1.60
H 3.21 -0.32 1.35
H 2.89 -0.09 -0.98
H 0.88 -2.06 -0.84
H 1.56 -1.17 -2.35
H -0.79 -0.89 -2.38
H -2.90 -0.81 -1.84
H -2.79 1.07 -1.75
H -3.59 0.30 1.13
H -4.17 -1.19 0.12
H -5.92 0.83 0.73
H -6.01 0.13 -1.02
H 0.26 1.51 0.70
H 0.04 2.29 -2.02
H -0.01 3.60 -0.65
H -1.63 3.02 -1.47
C 2.34 -4.83 -1.54
C 2.52 -6.13 -0.81
O 3.02 -5.72 0.45
C 2.62 -4.43 0.64
O 2.73 -3.82 1.69
O 2.08 -3.91 -0.50
H 1.51 -4.87 -2.25
H 3.24 -4.52 -2.07
H 1.58 -6.66 -0.66
H 3.23 -6.79 -1.31
C -7.36 3.63 1.55
C -8.29 4.69 1.07
O -9.52 4.01 0.91
C -9.47 2.91 1.72
O -10.42 2.19 1.96
O -8.22 2.73 2.24
H -6.59 4.02 2.23
H -6.88 3.09 0.73
H -8.43 5.49 1.81
H -7.97 5.13 0.13
C -3.90 0.98 5.10
C -3.93 0.91 3.61
O -4.51 2.15 3.24
C -4.29 3.02 4.27
O -4.50 4.22 4.22
O -3.79 2.37 5.37
H -3.05 0.44 5.53
H -4.82 0.61 5.56
H -2.92 0.85 3.18
H -4.53 0.08 3.24
C 5.73 2.20 1.34
C 7.01 2.13 2.11
O 7.35 0.76 2.06
C 6.73 0.24 0.96
O 6.94 -0.88 0.51
O 5.85 1.13 0.42
H 5.61 3.15 0.81
H 4.85 2.02 1.97
H 7.81 2.71 1.64
H 6.89 2.46 3.14
C -3.40 -1.61 -5.56
C -4.85 -1.25 -5.68
O -5.01 -0.23 -4.70
C -3.78 0.32 -4.50
O -3.57 1.34 -3.86
O -2.80 -0.41 -5.12
H -2.98 -1.93 -6.52
H -3.23 -2.39 -4.81
H -5.10 -0.84 -6.66
H -5.51 -2.09 -5.46
C 11.15 -1.71 0.70
C 10.24 -0.96 -0.22
O 10.87 -1.09 -1.48
C 11.64 -2.20 -1.42
O 12.19 -2.71 -2.39
O 11.73 -2.68 -0.15
H 10.62 -2.18 1.53
H 11.95 -1.07 1.10
H 9.24 -1.40 -0.27
H 10.14 0.10 0.06
*
```

(2)
Molecular formula: C27H41FNO12
Method: DFT, ωB97M-V/def2-TZVPD

The geometry in ORCA input format:
```
! wB97M-V def2-TZVPD RIJCOSX def2/J DEFGRID3
* xyz 1 1
C 5.10 -1.63 -0.51
C 5.54 -0.27 -1.01
C 6.89 0.06 -0.96
C 7.31 1.30 -1.44
C 6.40 2.21 -1.97
C 5.05 1.88 -2.00
C 4.62 0.65 -1.52
C 3.16 0.26 -1.54
N 2.26 1.44 -1.77
C 0.86 0.96 -2.11
C -0.23 1.86 -1.57
C -1.56 1.12 -1.81
F -1.74 0.29 -0.73
H 4.75 -1.61 0.52
H 4.32 -2.04 -1.15
H 5.93 -2.32 -0.60
H 7.62 -0.62 -0.56
H 8.35 1.58 -1.40
H 6.75 3.16 -2.34
H 4.33 2.57 -2.41
H 2.94 -0.48 -2.29
H 2.89 -0.15 -0.57
H 2.61 1.94 -2.59
H 2.25 2.06 -0.96
H 0.79 0.86 -3.19
H 0.76 0.00 -1.62
H -0.16 2.01 -0.49
H -0.29 2.82 -2.08
H -1.41 0.48 -2.68
H -2.39 1.78 -2.00
C 2.50 6.54 1.78
C 2.30 5.45 0.75
C 3.35 4.37 0.76
O 3.35 3.94 -0.62
C 2.93 5.00 -1.37
O 2.99 5.02 -2.56
O 2.43 5.97 -0.59
H 2.53 6.12 2.78
H 3.43 7.08 1.58
H 1.69 7.26 1.73
H 1.29 5.02 0.85
H 3.12 3.54 1.42
H 4.35 4.75 0.99
C -2.16 -4.01 0.36
C -0.80 -3.89 0.99
C -0.30 -2.47 1.17
O 1.12 -2.63 1.09
C 1.36 -3.73 0.32
O 2.43 -4.00 -0.12
O 0.23 -4.43 0.12
H -2.90 -3.48 0.96
H -2.15 -3.61 -0.65
H -2.45 -5.06 0.29
H -0.76 -4.43 1.93
H -0.59 -2.04 2.13
H -0.61 -1.81 0.36
C -5.73 1.60 -4.25
C -6.02 2.66 -3.22
C -5.25 2.53 -1.93
O -6.13 3.13 -0.98
C -7.40 2.98 -1.45
O -8.38 3.19 -0.82
O -7.37 2.57 -2.74
H -4.67 1.59 -4.51
H -6.02 0.61 -3.87
H -6.31 1.77 -5.16
H -5.89 3.66 -3.66
H -4.29 3.06 -1.95
H -5.08 1.49 -1.64
C -3.24 -7.64 5.14
C -3.09 -6.16 5.40
C -4.35 -5.35 5.24
O -3.84 -4.06 4.85
C -2.66 -4.27 4.24
O -2.06 -3.44 3.61
O -2.23 -5.54 4.41
H -3.99 -8.07 5.80
H -3.53 -7.82 4.10
H -2.30 -8.16 5.30
H -2.64 -5.99 6.38
H -4.93 -5.27 6.15
H -4.99 -5.72 4.44
*
```

(3)
Molecular formula: C27H41N3PW
Method: DFT, ωB97M-V/def2-TZVPD

The geometry in ORCA input format:
```
! wB97M-V def2-TZVPD RIJCOSX def2/J DEFGRID3
* xyz 1 3
C 1.41 -2.17 0.15
C 1.91 -1.45 -1.00
C 0.95 -1.60 -2.06
C -0.14 -2.41 -1.57
C 0.13 -2.72 -0.19
W 0.01 -0.56 -0.38
C -1.90 1.28 -2.09
C -1.84 0.67 -0.69
H -1.98 1.40 0.11
C -2.19 -0.69 -0.36
H -2.71 -1.31 -1.09
H -2.47 -0.91 0.68
C -2.73 2.56 -2.10
H -2.32 3.31 -1.42
H -2.76 2.99 -3.11
H -3.77 2.35 -1.80
C -2.38 0.33 -3.17
H -1.69 -0.52 -3.30
H -3.37 -0.07 -2.92
H -2.45 0.85 -4.13
C 3.25 -0.82 -1.10
H 3.46 -0.19 -0.22
H 4.04 -1.58 -1.16
H 3.32 -0.18 -1.98
C 1.16 -1.16 -3.47
H 1.67 -0.19 -3.50
H 1.77 -1.89 -4.02
H 0.21 -1.05 -4.01
C -1.22 -3.03 -2.40
H -1.32 -2.52 -3.36
H -0.97 -4.08 -2.61
H -2.18 -3.02 -1.88
C -0.70 -3.60 0.69
H -1.75 -3.61 0.36
H -0.33 -4.64 0.67
H -0.68 -3.27 1.73
C 2.21 -2.44 1.39
H 1.56 -2.62 2.25
H 2.82 -3.34 1.26
H 2.88 -1.61 1.62
C 0.80 1.55 -1.70
C -0.27 1.76 -2.52
C 2.08 2.03 -2.03
C -0.07 2.23 -3.81
H 0.13 1.59 -0.68
C 2.30 2.48 -3.33
H 2.88 2.04 -1.28
C 1.23 2.56 -4.23
H -0.91 2.33 -4.50
H 3.30 2.78 -3.65
H 1.40 2.89 -5.25
C 1.00 0.45 5.01
N 1.26 1.53 4.03
C 0.16 2.52 4.09
N -1.18 1.90 3.88
C -1.38 0.81 4.86
N -0.31 -0.21 4.79
C -0.36 -0.96 3.53
P -0.07 0.16 2.06
C 1.46 1.01 2.68
C -1.35 1.43 2.51
H 0.99 0.89 6.02
H 1.79 -0.31 4.92
H 0.32 3.28 3.31
H 0.16 2.98 5.09
H -2.35 0.33 4.66
H -1.36 1.25 5.87
H 0.40 -1.76 3.56
H -1.34 -1.44 3.42
H 1.70 1.83 1.99
H 2.30 0.30 2.67
H -2.35 0.99 2.39
H -1.26 2.29 1.82
*
```

(4)
Molecular formula: C27H42BrCoN12OSe
Method: DFT, ωB97M-V/def2-TZVPD

The geometry in ORCA input format:
```
! wB97M-V def2-TZVPD RIJCOSX def2/J DEFGRID3
* xyz 2 1
Co 0.31 0.31 0.08
C 0.17 0.26 4.77
N 0.36 1.53 4.07
C 0.65 2.73 4.86
C 0.40 1.54 2.73
N 0.27 0.47 1.99
N 0.59 2.77 2.14
C 0.49 3.09 0.80
N 0.61 4.40 0.53
N 0.25 2.20 -0.10
H -0.05 0.47 5.81
H 1.06 -0.37 4.71
H -0.69 -0.28 4.36
H 0.61 2.47 5.91
H -0.10 3.51 4.69
H 1.65 3.12 4.66
H 0.14 -0.38 2.53
H 0.75 3.54 2.77
H 0.90 5.07 1.22
H 0.57 4.72 -0.42
H 0.14 2.59 -1.03
C 7.01 -3.32 0.02
C 6.11 -3.76 -1.14
C 6.70 -3.25 -2.47
C 6.07 -5.29 -1.18
C 4.73 -3.15 -0.93
C 4.60 -1.74 -0.98
C 3.38 -1.19 -0.76
Br 3.13 0.67 -0.74
C 2.21 -1.97 -0.48
O 1.13 -1.32 -0.27
C 2.33 -3.40 -0.43
C 3.60 -3.91 -0.65
C 1.19 -4.39 -0.18
C 1.08 -5.30 -1.41
C -0.19 -3.78 0.07
C 1.55 -5.24 1.05
H 8.01 -3.73 -0.13
H 6.64 -3.69 0.98
H 7.10 -2.23 0.08
H 7.64 -3.76 -2.66
H 6.91 -2.18 -2.44
H 6.03 -3.44 -3.31
H 7.07 -5.67 -1.37
H 5.42 -5.66 -1.99
H 5.73 -5.71 -0.24
H 5.45 -1.12 -1.19
H 3.72 -4.99 -0.62
H 0.83 -4.73 -2.30
H 0.29 -6.04 -1.24
H 2.00 -5.85 -1.61
H -0.53 -3.18 -0.78
H -0.23 -3.17 0.97
H -0.90 -4.61 0.20
H 2.46 -5.82 0.91
H 0.74 -5.94 1.26
H 1.70 -4.61 1.94
N -3.64 -1.96 -2.40
N -3.01 -1.19 -1.45
N -3.60 -0.86 -0.32
C -2.63 -0.22 0.30
N -1.52 -0.19 -0.44
N -1.79 -0.83 -1.58
H -4.64 -1.81 -2.30
H -3.29 -1.70 -3.31
H -2.74 0.26 1.26
C -4.58 4.47 -3.26
N -4.94 4.63 -1.86
C -4.30 4.08 -0.80
Se -2.82 2.98 -0.83
N -4.96 4.49 0.30
C -6.04 5.31 -0.03
C -6.99 5.96 0.73
C -7.93 6.70 0.04
C -7.92 6.80 -1.36
C -6.95 6.14 -2.11
C -6.02 5.40 -1.41
H -3.78 3.74 -3.32
H -4.25 5.42 -3.67
H -5.45 4.11 -3.81
H -4.67 4.21 1.22
H -7.01 5.89 1.81
H -8.70 7.23 0.59
H -8.67 7.39 -1.86
H -6.94 6.21 -3.19
*
```

(5)
Molecular formula: C27H42F9NNbO10S
Method: DFT, ωB97M-V/def2-TZVPD

The geometry in ORCA input format:
```
! wB97M-V def2-TZVPD RIJCOSX def2/J DEFGRID3
* xyz -1 1
C 0.12 -2.08 -2.27
C 0.19 -1.42 -3.64
S -1.42 -0.71 -4.09
C -1.46 0.95 -3.38
Nb -3.56 1.61 -2.70
N -4.48 0.88 -4.42
C -3.96 -0.29 -1.38
F -2.76 -0.82 -0.96
F -4.60 0.09 -0.19
C -4.82 -1.46 -1.86
F -4.42 -1.96 -3.06
F -4.64 -2.51 -0.98
C -6.36 -1.23 -1.86
F -6.73 0.02 -2.15
F -6.82 -1.51 -0.62
C -7.12 -2.21 -2.78
F -6.86 -2.01 -4.08
F -8.44 -1.98 -2.61
F -6.89 -3.49 -2.45
H -0.81 -2.64 -2.22
H 0.10 -1.32 -1.49
H 0.94 -2.77 -2.08
H 0.38 -2.19 -4.37
H 1.00 -0.71 -3.73
H -0.90 0.92 -2.44
H -1.02 1.70 -4.03
H -3.29 3.18 -3.53
H -5.20 2.26 -2.18
H -2.80 2.38 -1.21
H -4.00 0.12 -4.90
H -5.48 0.71 -4.38
O 0.01 -4.54 -4.25
C 0.40 -4.76 -5.36
O 0.63 -3.78 -6.27
C 0.98 -4.35 -7.54
C 1.50 -5.75 -7.22
C 0.67 -6.12 -5.99
H 0.09 -4.36 -8.17
H 1.73 -3.72 -8.01
H 1.39 -6.44 -8.06
H 2.55 -5.70 -6.95
H -0.29 -6.57 -6.26
H 1.20 -6.76 -5.30
O -2.33 5.16 -2.57
C -1.38 5.25 -1.86
O -0.46 4.26 -1.73
C 0.50 4.59 -0.73
C 0.45 6.11 -0.61
C -1.01 6.41 -0.94
H 0.21 4.09 0.20
H 1.48 4.22 -1.03
H 0.78 6.48 0.36
H 1.10 6.56 -1.37
H -1.64 6.36 -0.05
H -1.15 7.36 -1.44
O 0.15 2.11 1.81
C -0.14 1.00 2.15
O -0.13 0.62 3.45
C -0.41 -0.78 3.57
C -1.15 -1.14 2.28
C -0.54 -0.17 1.27
H 0.53 -1.31 3.68
H -1.02 -0.95 4.46
H -1.05 -2.19 2.01
H -2.21 -0.92 2.40
H 0.35 -0.58 0.81
H -1.26 0.13 0.51
O 2.17 -1.22 2.22
C 3.10 -0.92 2.91
O 4.12 -1.79 3.18
C 5.02 -1.19 4.12
C 4.81 0.31 3.99
C 3.33 0.38 3.63
H 4.78 -1.56 5.12
H 6.04 -1.49 3.88
H 5.06 0.86 4.90
H 5.41 0.70 3.17
H 2.70 0.41 4.52
H 3.09 1.22 2.98
O 3.08 0.64 6.71
C 3.88 1.22 7.38
O 5.04 1.72 6.88
C 5.84 2.25 7.95
C 4.86 2.55 9.08
C 3.81 1.47 8.87
H 6.58 1.50 8.24
H 6.36 3.14 7.60
H 5.32 2.55 10.06
H 4.42 3.54 8.93
H 4.06 0.55 9.39
H 2.81 1.80 9.15
*
```

no.,E_tot (a.u.)
1,-3227.71609
2,-2110.77272
3,-1625.82593
4,-8144.05682
5,-3215.04704